# 1
Density functional theory data (wB97M-V/def2-TZVPD) for a 6-piece molecular cluster, C6H21NO6 overall.

Structure (ORCA input):
```
! RIJCOSX wB97M-V def2-TZVPD def2/J DEFGRID3
* xyz 0 1
C 0.6507 -3.6274 -0.6845
C 0.3841 -2.3500 -0.8051
C 1.0786 -1.5476 -1.8683
C 0.6407 -0.1006 -2.0596
C 1.6983 0.5560 -3.0099
O 1.0891 1.0411 -3.9811
N 0.6540 0.7921 -0.9214
C 0.2723 2.1556 -1.1514
H 1.5975 -4.1722 -1.1653
H 0.1946 -4.1545 0.1774
H -0.3115 -1.6613 -0.2572
H 0.7592 -2.0317 -2.8067
H 2.2159 -1.4597 -1.7888
H -0.3144 -0.0225 -2.6784
H 2.7146 0.5831 -2.7860
H 1.4332 0.4622 -0.3487
H -0.8188 2.0022 -1.4180
H 0.3905 2.7600 -0.2995
H 0.9166 2.6724 -1.9323
O -2.9058 1.2937 -1.1974
H -2.8795 0.4450 -1.5959
H -3.6781 1.1944 -0.6220
O 2.1388 1.0864 3.6874
H 2.0218 0.1591 3.6540
H 1.5297 1.4424 4.2998
O -0.9807 1.1048 1.5651
H -1.6117 1.1936 0.8206
H -0.1814 0.9969 1.1408
O -0.0995 0.3538 3.9208
H -0.4921 0.6810 3.1115
H -0.8572 -0.0194 4.3331
O -2.7054 -0.8009 2.0030
H -2.0720 -1.1878 2.7348
H -2.4722 0.1599 1.9293
*
```

Results
Orbital gap = 9.0 eV
Structure (SMILES) = C=CC[C@H](C=O)NC.O.O.O.O.O
DFT total energy = -20333.9924 eV
HOMO energy = -8.81 eV
Relative energy (zero: lowest compared OMol25 entry of this formula, charge and spin) = 4.9596 eV

# 2
Density functional theory data (wB97M-V/def2-TZVPD) for a 4-piece molecular cluster, C6H22N2O3 overall.

Structure (ORCA input):
```
! RIJCOSX wB97M-V def2-TZVPD def2/J DEFGRID3
* xyz -1 2
C -2.2627 0.4745 0.4013
C -3.1522 0.7121 -0.8709
C -1.4727 -0.8341 0.3385
N -0.1107 -0.5715 -0.2144
C 0.5280 -2.9876 -0.4395
C 0.8530 -1.6107 0.2241
C 2.2681 -1.2094 -0.0471
N 2.6977 0.1080 0.4900
H -1.6077 1.3208 0.5886
H -3.0310 0.5179 1.1912
H -2.4379 0.7590 -1.7033
H -3.8652 -0.0995 -0.9402
H -3.6292 1.6786 -0.7495
H -2.0217 -1.5290 -0.3023
H -1.4115 -1.2507 1.3466
H -0.2732 -0.5262 -1.2215
H 0.5465 -2.9372 -1.5307
H 1.1049 -3.7641 0.0616
H -0.5446 -3.0701 -0.2535
H 0.6678 -1.7860 1.2932
H 3.0062 -1.9325 0.3237
H 2.5877 -1.1018 -1.0932
H 2.1426 0.8074 0.0049
H 2.3321 0.2182 1.4318
H 0.3608 1.7492 -0.0940
H 0.2232 3.2454 0.0750
O 0.5059 2.4554 0.5841
H 1.2065 2.4460 2.6829
H 0.7310 0.9975 2.6917
O 1.2937 1.6360 3.1447
H 0.7074 1.3096 -2.7372
H 1.4878 2.5410 -2.2454
O 0.5692 2.2339 -2.4311
*
```

Results
Orbital gap (alpha / beta) = 2.8 / 9.4 eV
DFT total energy = -15700.3968 eV
HOMO energy (alpha / beta) = 0.49 / -6.10 eV
Relative energy (zero: lowest compared OMol25 entry of this formula, charge and spin) = 0.0000 eV

# 3
Density functional theory data (wB97M-V/def2-TZVPD) for a 5-piece molecular cluster, C6H22NO5 overall.

Structure (ORCA input):
```
! RIJCOSX wB97M-V def2-TZVPD def2/J DEFGRID3
* xyz 1 1
O 2.6253 0.0570 1.8220
C 2.5637 0.0377 0.6336
C 1.2554 -0.3990 -0.0760
C 1.3152 -0.4648 -1.6283
C 2.4151 0.4325 -2.2536
C -0.0542 -0.2528 -2.3662
C -0.6745 -1.5821 -2.7546
N 0.1446 0.4559 0.4554
H 3.3994 0.2322 -0.0510
H 1.1206 -1.4307 0.2493
H 1.6343 -1.4701 -1.8556
H 2.1382 0.8304 -3.2256
H 3.3525 -0.1139 -2.3706
H 2.6162 1.3887 -1.7515
H 0.1959 0.3401 -3.2280
H -0.7996 0.2624 -1.7841
H -0.0438 -2.0731 -3.5209
H -1.5466 -1.4580 -3.4091
H -0.8129 -2.3588 -2.0087
H -0.2040 1.0327 -0.3147
H -0.6611 -0.0437 0.8204
H 0.4874 1.0800 1.1829
H -3.4817 -0.3777 2.7748
H -3.1060 -1.3102 1.6499
O -2.7533 -0.5652 2.1657
H -0.4351 1.6645 3.6108
H -1.2812 0.3581 3.0493
O -0.4732 0.8812 3.0566
H -4.6705 -1.7588 -0.0702
H -3.4841 -2.3652 -0.7713
O -3.8994 -2.3238 0.0999
H 0.2092 3.8193 -0.5268
H -0.8342 3.8754 0.5105
O -0.2727 3.2222 0.0621
*
```

Results
Orbital gap = 10.6 eV
DFT total energy = -18299.8982 eV
HOMO energy = -13.57 eV
Relative energy (zero: lowest compared OMol25 entry of this formula, charge and spin) = 0.7723 eV

# 4
Density functional theory data (wB97M-V/def2-TZVPD) for a 5-piece molecular cluster, C6H22O7 overall.

Structure (ORCA input):
```
! RIJCOSX wB97M-V def2-TZVPD def2/J DEFGRID3
* xyz 0 1
O 1.9091 -1.3534 1.7240
C 1.4703 -2.5818 1.1469
C 2.7757 -3.4651 0.8635
O 2.4133 -4.7621 0.2937
H 1.8139 -0.6502 1.0774
H 0.8129 -3.2495 1.7037
H 1.0235 -2.3894 0.1715
H 3.3859 -3.5569 1.7620
H 3.3243 -2.9364 0.0840
H 1.9771 -5.2308 1.0090
O -3.1147 0.7068 1.0309
C -3.8666 1.6544 0.2691
C -3.1075 2.9315 0.0477
O -3.0784 3.6797 1.2580
H -2.2465 0.6537 0.6248
H -3.9053 1.1244 -0.6826
H -4.7790 1.7128 0.8625
H -3.4267 3.5392 -0.7991
H -2.0994 2.6000 -0.2010
H -3.9593 3.8015 1.6199
C 0.9327 -0.6844 -2.8520
O -0.0390 -1.4089 -2.1474
H 0.7914 0.3940 -2.7804
H 1.8140 -1.1685 -2.4313
H 1.0260 -0.9715 -3.8994
H 0.3381 -2.2875 -2.0613
C 1.2439 2.4994 0.5362
O 1.8497 1.1879 0.2752
H 1.4878 2.8243 1.5476
H 1.6434 3.2543 -0.1410
H 0.1544 2.5131 0.5060
H 2.7891 1.3255 0.1328
O -0.7787 0.1537 0.0223
H 0.0843 0.5372 0.1787
H -0.6599 -0.3970 -0.7516
*
```

Results
Orbital gap = 9.4 eV
Structure (SMILES) = OCCO.OCCO.CO.CO.O
DFT total energy = -20908.3935 eV
HOMO energy = -9.15 eV
Relative energy (zero: lowest compared OMol25 entry of this formula, charge and spin) = 4.6221 eV

# 5
Density functional theory data (wB97M-V/def2-TZVPD) for a 7-piece molecular cluster, C6H22O9 overall.

Structure (ORCA input):
```
! RIJCOSX wB97M-V def2-TZVPD def2/J DEFGRID3
* xyz 0 1
C 1.2166 -0.4406 -2.1052
C 1.3888 -1.5967 -3.0365
C 2.7655 -2.2668 -2.9533
O 2.4482 -3.6773 -3.0329
C 1.1092 -3.8437 -2.9025
O 0.5632 -4.8956 -2.9512
O 0.5177 -2.6582 -2.6562
H 1.3636 -0.7776 -1.0737
H 0.1855 -0.0777 -2.0981
H 1.8987 0.3753 -2.3305
H 1.1896 -1.3193 -4.0741
H 3.2437 -2.1352 -1.9823
H 3.4253 -2.0275 -3.7804
C 1.1648 -0.9139 2.4844
O 1.3830 0.3871 2.9640
H 2.0491 -1.3275 1.9846
H 0.9434 -1.5514 3.3419
H 0.3124 -0.9552 1.7944
H 1.2491 1.0314 2.2524
C -2.1474 -1.1391 -0.0477
O -1.8447 0.2318 0.1903
H -1.9104 -1.6910 0.8633
H -3.1878 -1.3334 -0.3014
H -1.4662 -1.5567 -0.7949
H -2.2280 0.7899 -0.4934
O 0.3014 2.1538 1.1009
H 0.0524 1.6385 0.3265
H -0.4800 2.1275 1.6666
O -2.1140 3.8802 2.3052
H -2.2277 4.5085 3.0227
H -2.2678 3.0132 2.7035
O -0.5264 4.9036 0.0427
H -1.1613 4.3553 0.5215
H 0.3231 4.5606 0.3329
O -2.5231 1.1170 3.0181
H -2.6321 0.7638 2.1244
H -2.3775 0.3470 3.5741
*
```

Results
Orbital gap = 10.1 eV
Structure (SMILES) = C[C@H]1COC(=O)O1.CO.CO.O.O.O.O
DFT total energy = -25006.2383 eV
HOMO energy = -10.05 eV
Relative energy (zero: lowest compared OMol25 entry of this formula, charge and spin) = 0.0000 eV

# 6
Density functional theory data (wB97M-V/def2-TZVPD) for a 7-piece molecular cluster, C6H22O9 overall.

Structure (ORCA input):
```
! RIJCOSX wB97M-V def2-TZVPD def2/J DEFGRID3
* xyz 0 1
C 0.5705 -0.5253 -3.7952
C 1.4637 -0.0716 -5.0331
C 0.6958 0.7677 -6.0562
O 1.6008 1.7905 -6.3629
C 2.6798 1.7481 -5.4919
O 3.6623 2.3426 -5.6337
O 2.4667 0.8741 -4.6386
H 0.2138 0.3489 -3.2507
H 1.1476 -0.9700 -2.9845
H -0.2618 -1.1694 -4.0790
H 1.8944 -0.9149 -5.5730
H -0.0905 1.4040 -5.6500
H 0.4484 0.2667 -6.9922
C -1.8650 3.1478 1.1777
O -2.9234 2.3156 1.7355
H -2.0801 3.5027 0.1698
H -1.7807 4.0314 1.8103
H -0.9106 2.6215 1.1924
H -2.8981 1.3843 1.5039
C 2.9888 0.4477 1.3995
O 1.9684 -0.3977 1.8000
H 2.7124 1.4684 1.6637
H 3.9785 0.2611 1.8164
H 2.9831 0.4936 0.3105
H 2.2266 -1.3215 1.7621
O -2.3335 -1.3568 1.8434
H -1.5663 -1.4635 1.2809
H -1.9717 -1.1818 2.7121
O -2.1790 -2.9330 5.9284
H -2.7557 -3.0293 6.6863
H -1.7801 -2.0699 6.0385
O -3.0755 -5.1706 2.7730
H -2.5122 -4.6270 3.3239
H -3.6429 -4.5465 2.3205
O 0.0616 0.6177 5.6316
H 0.7159 0.3442 4.9888
H 0.1481 1.5702 5.6718
*
```

Results
Orbital gap = 10.3 eV
Structure (SMILES) = C[C@H]1COC(=O)O1.CO.CO.O.O.O.O
DFT total energy = -25004.4677 eV
HOMO energy = -10.39 eV
Relative energy (zero: lowest compared OMol25 entry of this formula, charge and spin) = 1.7705 eV

# 7
Density functional theory data (wB97M-V/def2-TZVPD) for C6H23B2CsN as an isolated structure.

Structure (ORCA input):
```
! RIJCOSX wB97M-V def2-TZVPD def2/J DEFGRID3
* xyz -1 1
Cs 16.1930 2.4642 8.0952
B 19.2540 1.8430 6.8375
H 18.3961 1.1912 6.8963
H 19.1568 2.5798 7.6198
H 20.1439 1.2803 7.0736
H 19.3427 2.4184 5.9291
B 17.5285 3.5694 10.7750
H 17.8038 4.6125 10.7589
H 16.4610 3.4124 10.7655
H 18.0087 3.0171 9.9821
H 17.9025 3.2102 11.7212
C 16.6365 -1.5797 6.4318
C 15.2165 -1.2799 5.9356
N 14.4168 -0.3933 6.8167
C 13.0837 0.0423 6.1286
C 13.4826 1.1473 5.0958
C 14.1172 -1.0447 8.0732
C 13.5091 -0.0157 9.0457
H 17.3144 -0.8011 6.7817
H 17.1559 -2.2914 5.7901
H 16.4006 -2.1738 7.3147
H 15.2437 -1.1238 4.8572
H 14.6528 -2.2109 5.8759
H 12.2592 0.3534 6.7701
H 12.7299 -0.7756 5.5010
H 12.6687 1.1920 4.3721
H 14.3697 0.8524 4.5354
H 13.7319 2.0680 5.6233
H 13.4666 -1.8969 7.8770
H 15.0014 -1.4545 8.5614
H 12.4801 0.2965 8.8678
H 13.3507 -0.5131 10.0025
H 14.1969 0.7721 9.3529
*
```

Results
Orbital gap = 6.8 eV
DFT total energy = -9981.4276 eV
HOMO energy = -5.00 eV
Relative energy (zero: lowest compared OMol25 entry of this formula, charge and spin) = 3.5471 eV

# 8
Density functional theory data (wB97M-V/def2-TZVPD) for a 6-piece molecular cluster, C6H23ClN5O5 overall.

Structure (ORCA input):
```
! RIJCOSX wB97M-V def2-TZVPD def2/J DEFGRID3
* xyz -1 1
Cl -1.4156 0.3782 0.2908
C 0.5224 -2.2152 -2.4418
O -0.2437 -3.0470 -2.0645
N 1.5037 -2.3187 -3.2627
N 0.4069 -0.9940 -2.0598
H 1.8899 -3.2320 -3.4546
H 2.1940 -1.5821 -3.2301
H 1.2775 -0.4939 -2.1695
H -0.3275 -0.6607 -1.4519
C -3.3650 1.3837 -3.0758
O -4.0560 1.4240 -4.1224
N -2.3260 0.5777 -2.8955
N -3.4600 2.2866 -2.1637
H -2.1648 -0.0926 -3.6337
H -1.8767 0.7330 -2.0044
H -2.9363 2.1957 -1.3049
H -3.9775 3.1392 -2.3227
C 3.1247 -1.7996 2.1270
C 1.8581 -1.1304 2.7299
C 1.7635 0.4572 2.4277
O 0.5656 1.0873 3.1000
C 0.6195 2.4561 3.0411
N 0.7105 -1.7524 2.1813
H 3.2281 -2.7790 2.5941
H 4.0007 -1.1981 2.3697
H 3.0074 -1.8987 1.0478
H 1.7478 -1.2800 3.8040
H 1.8080 0.6879 1.3633
H 2.6700 0.9258 2.8108
H 1.5583 2.5963 3.5770
H -0.0029 3.0066 3.7466
H 0.6259 2.9671 2.0783
H 0.6844 -1.4468 1.2190
H 0.7593 -2.7506 2.0350
O -2.5538 -2.2723 -0.7689
H -2.3615 -1.3983 -0.4294
H -1.6944 -2.6709 -0.9063
O -1.5613 3.6729 0.6259
H -0.9942 4.2444 0.1083
H -1.2092 2.7940 0.4851
*
```

Results
Orbital gap = 8.4 eV
DFT total energy = -36808.2810 eV
HOMO energy = -5.84 eV
Relative energy (zero: lowest compared OMol25 entry of this formula, charge and spin) = 2.0291 eV

The records above yield largest force on an atom values of 7.57; 2.55; 2.55; 2.82; 0.97; 6.85; 4.64; 6.72 eV/Å, respectively.